Entry from OMol25: C33H32N2O2P2Pd as an isolated structure in a non-equilibrium geometry (ωB97M-V with the def2-TZVPD basis set).

- Gap between HOMO and LUMO (alpha / beta): 6.734 / 7.554 eV
- Largest force on an atom: 1.1 eV/A
- ⟨S²⟩: 2.014
- Lowest unoccupied orbital energy (alpha / beta): 0.62 / -0.96 eV
- E_HOMO (alpha / beta): -6.115 / -8.516 eV
- Multiplicity: 3

CARTESIAN COORDINATES (ANGSTROEM)
Pd: -1.2821 -0.1911 -0.5845
C: 2.1139 0.8769 -0.3142
C: 1.7507 0.6144 1.1413
P: 0.4423 -0.6915 1.2136
C: 1.4021 -2.0733 0.4674
C: 2.6122 -2.4795 1.0366
C: 3.3856 -3.4642 0.4395
C: 2.9609 -4.0595 -0.7430
C: 1.7624 -3.6671 -1.3183
C: 0.9883 -2.6830 -0.7142
C: 0.4278 -1.1000 2.9900
C: 0.5344 -2.3961 3.4837
C: 0.4447 -2.6380 4.8491
C: 0.2342 -1.5913 5.7344
C: 0.0966 -0.2968 5.2491
C: 0.1828 -0.0543 3.8862
P: 0.5654 1.2306 -1.2817
C: 1.2632 1.5960 -2.9138
C: 0.7977 2.6611 -3.6795
C: 1.3515 2.9140 -4.9253
C: 2.3503 2.0914 -5.4290
C: 2.7904 1.0018 -4.6884
C: 2.2463 0.7518 -3.4368
C: 0.1991 2.8567 -0.5064
C: 1.1031 3.9077 -0.6643
C: 0.9027 5.1239 -0.0237
C: -0.2059 5.3042 0.7918
C: -1.1127 4.2660 0.9566
C: -0.9150 3.0554 0.3060
H: 2.6104 0.0000 -0.7297
H: 2.7951 1.7239 -0.4088
H: 1.3590 1.5183 1.6084
H: 2.6092 0.2812 1.7248
H: 2.9543 -2.0219 1.9593
H: 4.3212 -3.7651 0.8955
H: 3.5642 -4.8277 -1.2120
H: 1.4264 -4.1272 -2.2400
H: 0.0611 -2.3804 -1.1681
H: 0.6825 -3.2243 2.8006
H: 0.5389 -3.6511 5.2217
H: 0.1671 -1.7839 6.7983
H: -0.0897 0.5231 5.9323
H: 0.0488 0.9560 3.5130
H: -0.0158 3.2724 -3.3116
H: 0.9800 3.7431 -5.5157
H: 2.7743 2.2889 -6.4061
H: 3.5530 0.3421 -5.0863
H: 2.5816 -0.1121 -2.8752
H: 1.9731 3.7774 -1.2996
H: 1.6140 5.9294 -0.1642
H: -0.3659 6.2526 1.2912
H: -1.9841 4.4018 1.5868
H: -1.6344 2.2642 0.4304
N: -3.3208 -0.4752 -2.0527
N: -3.0266 0.1013 -3.2916
C: -2.2263 1.2508 -3.2916
O: -2.1514 1.9116 -4.3155
O: -1.6159 1.4969 -2.1653
H: -3.4767 -1.4666 -2.1549
H: -4.1325 -0.0577 -1.6138
H: -3.7449 0.1003 -3.9960
C: -4.2330 -2.8684 2.3272
C: -4.4485 -1.5268 2.0326
C: -3.5474 -0.8353 1.2261
C: -2.4228 -1.4710 0.6912
C: -2.2107 -2.8090 1.0143
C: -3.1106 -3.5070 1.8170
H: -4.9306 -3.4071 2.9570
H: -5.3173 -1.0154 2.4355
H: -3.7338 0.2145 1.0241
H: -1.3355 -3.3314 0.6409
H: -2.9319 -4.5514 2.0487

---

Entry from OMol25: C33H32N4O3PPtS as an isolated structure in a non-equilibrium geometry (ωB97M-V with the def2-TZVPD basis set).

- Gap between HOMO and LUMO: 5.908 eV
- Largest force on an atom: 1.2 eV/A
- Lowest unoccupied orbital energy: -4.94 eV
- Charge: +1
- E_HOMO: -10.844 eV

CARTESIAN COORDINATES (ANGSTROEM)
Pt: -0.0519 -0.8858 0.7930
N: -4.0177 -2.2051 2.9279
C: -2.9088 -1.4478 2.8998
S: -1.5989 -1.6748 3.8395
N: -3.0796 -0.3743 1.9886
N: -2.0473 0.2561 1.6902
C: -2.3597 1.5236 1.2348
C: -1.4629 2.4812 0.8886
C: -2.0164 3.7501 0.4613
C: -1.2273 4.7806 0.1298
C: 0.2212 4.6653 0.2270
C: 0.8106 3.5362 0.6356
C: 0.0244 2.3536 0.9825
O: 0.5926 1.3342 1.3536
H: -4.0960 -2.9247 3.6252
H: -4.8135 -1.9607 2.3624
H: -3.4133 1.7914 1.2465
H: -3.0945 3.8516 0.4197
H: -1.6673 5.7131 -0.1972
H: 0.8335 5.5197 -0.0361
H: 1.8865 3.4539 0.7247
O: 1.0668 -3.4156 0.6459
C: 0.5430 -2.5880 -0.0409
C: 0.4586 -2.7697 -1.5527
C: 0.9835 -3.8827 -2.1812
C: 0.8289 -4.0153 -3.5561
C: 0.1486 -3.0387 -4.2801
C: -0.3839 -1.9343 -3.6345
C: -0.2244 -1.8211 -2.2569
P: -0.8117 -0.4443 -1.2464
C: -2.6000 -0.3790 -1.5233
C: -3.2560 -1.6051 -1.6479
C: -4.6373 -1.6512 -1.7696
C: -5.3776 -0.4775 -1.7536
C: -4.7374 0.7424 -1.6011
C: -3.3557 0.7940 -1.4830
C: 0.0217 0.9998 -1.9822
C: -0.6133 1.9666 -2.7591
C: 0.1184 3.0101 -3.3182
C: 1.4857 3.0858 -3.1132
C: 2.1305 2.1087 -2.3604
C: 1.4050 1.0718 -1.7982
H: 1.5064 -4.6261 -1.5923
H: 1.2345 -4.8796 -4.0657
H: 0.0317 -3.1462 -5.3515
H: -0.9188 -1.1735 -4.1919
H: -2.6884 -2.5281 -1.6468
H: -5.1348 -2.6068 -1.8724
H: -6.4538 -0.5137 -1.8610
H: -5.3152 1.6578 -1.5657
H: -2.8736 1.7514 -1.3590
H: -1.6729 1.9075 -2.9522
H: -0.3842 3.7571 -3.9199
H: 2.0542 3.9003 -3.5448
H: 3.2016 2.1585 -2.2101
H: 1.9073 0.3123 -1.2102
O: 1.1219 -1.3651 2.5568
C: 2.0430 -1.0802 3.3141
C: 2.3845 0.3137 3.7331
C: 3.4935 0.7628 2.7350
C: 4.6293 -0.2368 2.4250
C: 4.2098 -1.4968 1.6304
C: 3.6742 -2.6291 2.5271
N: 2.9648 -2.0195 3.6697
H: 2.7571 0.3230 4.7595
H: 1.5230 0.9707 3.6477
H: 3.9340 1.6831 3.1216
H: 2.9955 1.0087 1.7948
H: 5.1448 -0.5302 3.3461
H: 5.3660 0.3090 1.8341
H: 5.0567 -1.8644 1.0492
H: 3.4286 -1.2142 0.9162
H: 4.4832 -3.2349 2.9307
H: 2.9896 -3.2756 1.9871
H: 3.5992 -1.6893 4.3807

---

Entry from OMol25: C33H32P2SeTc as an isolated structure in a non-equilibrium geometry (ωB97M-V with the def2-TZVPD basis set).

- Gap between HOMO and LUMO (alpha / beta): 6.330 / 6.838 eV
- Largest force on an atom: 1.9 eV/A
- ⟨S²⟩: 0.756
- Lowest unoccupied orbital energy (alpha / beta): -7.75 / -7.55 eV
- Charge: +2
- E_HOMO (alpha / beta): -14.076 / -14.385 eV
- Energy above the lowest of the compared OMol25 structures with the same formula, charge and spin: 0.00 kJ/mol
- Multiplicity: 2

CARTESIAN COORDINATES (ANGSTROEM)
Tc: -1.2147 0.7927 -0.0616
C: -2.5500 0.5134 2.0047
C: -1.9270 1.7482 2.1268
C: -2.1601 2.7537 1.1685
C: -3.0327 2.5081 0.1058
C: -3.6674 1.2604 -0.0163
C: -3.4208 0.2601 0.9226
H: -2.3807 -0.2562 2.7459
H: -1.2665 1.9464 2.9604
H: -1.6751 3.7133 1.2676
H: -3.2220 3.2795 -0.6280
H: -4.3396 1.0733 -0.8430
H: -3.9030 -0.7018 0.8323
C: 1.5010 -1.2117 1.8345
C: 0.1528 -1.8837 1.5736
P: -0.6865 -1.5150 -0.0004
C: 0.2226 -2.3802 -1.3039
C: 0.3989 -3.7552 -1.0972
C: 1.0395 -4.5263 -2.0493
C: 1.4963 -3.9404 -3.2246
C: 1.3196 -2.5832 -3.4402
C: 0.6869 -1.8062 -2.4785
C: -2.2380 -2.4550 0.0760
C: -3.0269 -2.4874 -1.0767
C: -4.2405 -3.1498 -1.0737
C: -4.6802 -3.7930 0.0798
C: -3.8945 -3.7852 1.2202
C: -2.6699 -3.1231 1.2176
C: 1.5000 0.3158 1.9512
P: 1.0646 1.2805 0.4611
C: 2.4464 1.1061 -0.7008
C: 3.0994 2.2561 -1.1535
C: 4.1910 2.1547 -2.0027
C: 4.6543 0.9104 -2.3994
C: 4.0147 -0.2360 -1.9509
C: 2.9159 -0.1411 -1.1139
C: 1.1373 3.0199 0.9816
C: 1.7110 3.3882 2.1975
C: 1.7852 4.7271 2.5635
C: 1.3128 5.7084 1.7071
C: 0.7601 5.3525 0.4821
C: 0.6642 4.0179 0.1265
H: 2.2383 -1.5445 1.1053
H: 1.8571 -1.5929 2.7936
H: -0.5511 -1.6262 2.3695
H: 0.2847 -2.9686 1.6158
H: 0.0160 -4.2367 -0.2055
H: 1.1697 -5.5858 -1.8820
H: 1.9876 -4.5487 -3.9713
H: 1.6756 -2.1221 -4.3502
H: 0.5904 -0.7433 -2.6513
H: -2.6914 -1.9988 -1.9851
H: -4.8446 -3.1768 -1.9701
H: -5.6280 -4.3130 0.0752
H: -4.2249 -4.3014 2.1102
H: -2.0728 -3.1400 2.1185
H: 2.5009 0.6317 2.2541
H: 0.8103 0.6297 2.7398
H: 2.7739 3.2395 -0.8483
H: 4.6838 3.0539 -2.3438
H: 5.5121 0.8319 -3.0523
H: 4.3699 -1.2116 -2.2550
H: 2.4343 -1.0538 -0.8078
H: 2.1096 2.6491 2.8756
H: 2.2255 4.9980 3.5125
H: 1.3844 6.7502 1.9858
H: 0.4117 6.1186 -0.1963
H: 0.2318 3.7573 -0.8331
Se: -1.1329 1.1478 -2.1959